Here is a molecular structure, C30H30BN12Rb from the Open Molecules 2025 dataset. Energies are from the ωB97M-V functional and the def2-TZVPD basis.

**Spin multiplicity**: 2
**Kohn-Sham gap (alpha / beta)**: 7.88 / 7.47 eV
**Electronic energy**: -50814.5784 eV
**HOMO (alpha / beta)**: -0.209 / -0.209 Ha
**Total charge**: -1

Cartesian coordinates (Å):
1 Rb -0.3308 -0.1956 -0.9297
2 C 0.1871 -2.0360 -4.5940
3 C -0.4085 -2.5229 -3.3126
4 C -1.7703 -2.6180 -2.9504
5 C -1.7498 -3.1077 -1.6644
6 N -0.4628 -3.2693 -1.3004
7 N 0.3687 -2.9163 -2.3141
8 B 0.0916 -3.7132 0.0658
9 N 1.5196 -3.1552 0.2286
10 C 2.6560 -3.6742 -0.2778
11 C 3.6499 -2.7292 -0.1666
12 C 3.0073 -1.6144 0.4060
13 C 3.5811 -0.2751 0.7427
14 N 1.7285 -1.8811 0.6287
15 N -0.8763 -3.2152 1.1710
16 C -1.3726 -3.9281 2.2030
17 C -2.2399 -3.1217 2.9056
18 C -2.2273 -1.8993 2.2055
19 C -3.0174 -0.6636 2.4937
20 N -1.4032 -1.9679 1.1726
21 N 0.1673 -5.2482 0.1721
22 C 0.9418 -5.9907 0.9930
23 C 0.5059 -7.2928 0.9244
24 C -0.5712 -7.2511 0.0130
25 C -1.4292 -8.3742 -0.4727
26 N -0.7672 -6.0187 -0.4261
27 H -0.1858 -2.6089 -5.4448
28 H 1.2703 -2.1394 -4.5528
29 H -0.0513 -0.9847 -4.7659
30 H -2.6341 -2.3702 -3.5445
31 H -2.5486 -3.3450 -0.9819
32 H 2.6723 -4.6659 -0.6970
33 H 4.6799 -2.8200 -0.4679
34 H 3.9620 0.2261 -0.1492
35 H 4.4107 -0.3643 1.4469
36 H 2.8190 0.3597 1.1922
37 H -1.0921 -4.9570 2.3576
38 H -2.8129 -3.3798 3.7803
39 H -4.0752 -0.9052 2.6138
40 H -2.9192 0.0545 1.6796
41 H -2.6793 -0.1751 3.4094
42 H 1.7303 -5.5377 1.5714
43 H 0.9067 -8.1474 1.4440
44 H -0.8511 -9.0912 -1.0593
45 H -2.2232 -7.9773 -1.1032
46 H -1.8827 -8.9165 0.3590
47 N -1.4767 2.7462 -0.3046
48 C -2.2990 3.4096 0.6110
49 C -3.4094 4.1216 0.1546
50 C -4.2619 4.7459 1.0465
51 C -4.0196 4.6867 2.4127
52 C -2.9092 3.9962 2.8673
53 C -2.0415 3.3509 1.9890
54 C -0.8751 2.6134 2.5299
55 C -0.0835 3.1421 3.5598
56 C 0.9617 2.4098 4.1082
57 C 1.2531 1.1310 3.6513
58 C 0.4950 0.5688 2.6214
59 C -0.5058 1.3528 2.1185
60 H -1.6403 3.0055 -1.2674
61 H -0.4900 2.8059 -0.0975
62 H -3.5681 4.2176 -0.9133
63 H -5.1135 5.2961 0.6665
64 H -4.6866 5.1706 3.1142
65 H -2.7138 3.9263 3.9311
66 H -0.2968 4.1430 3.9174
67 H 1.5567 2.8452 4.9011
68 H 2.0659 0.5634 4.0886
69 H 0.6926 -0.4288 2.2413
70 N -2.5041 5.2727 -3.1927
71 C -1.5074 4.7344 -3.4536
72 N -0.3603 4.1676 -3.7806
73 C -0.1800 2.9638 -3.3140
74 N 0.0002 1.8822 -2.9144



Here is a molecular structure, C30H30BeIN6O3 from the Open Molecules 2025 dataset. Energies are from the ωB97M-V functional and the def2-TZVPD basis.

**Spin multiplicity**: 1
**Kohn-Sham gap**: 7.29 eV
**Electronic energy**: -55180.6516 eV
**HOMO**: -0.391 Ha
**Total charge**: +1

Cartesian coordinates (Å):
1 Be 0.9787 0.4786 -0.2451
2 C 2.2071 1.4861 3.8526
3 C 1.2036 0.3999 3.6143
4 N 0.6919 -0.2306 4.6385
5 C -0.2277 -1.2021 4.4549
6 C -0.6828 -1.5910 3.2264
7 C -1.7128 -2.6909 3.1218
8 O -2.8016 -2.3887 2.2529
9 C -0.1384 -0.9398 2.0796
10 C -0.4913 -1.3845 0.7750
11 N -0.1548 -0.8431 -0.3657
12 C -0.5786 -1.4672 -1.5769
13 C -1.4012 -2.6061 -1.5809
14 C -1.7401 -3.2760 -2.7385
15 C -1.2721 -2.8327 -3.9653
16 C -0.5094 -1.6823 -4.0056
17 C -0.1813 -0.9992 -2.8399
18 I 0.9025 0.7759 -3.1693
19 C 0.8226 0.0803 2.2704
20 O 1.3692 0.6990 1.2817
21 H 2.2140 1.7415 4.9080
22 H 1.9684 2.3639 3.2512
23 H 3.2049 1.1498 3.5608
24 H -0.5984 -1.6648 5.3630
25 H -2.0757 -2.9295 4.1227
26 H -1.2448 -3.5958 2.7249
27 H -3.4514 -1.8678 2.7338
28 H -1.1024 -2.2733 0.7636
29 H -1.8035 -2.9933 -0.6565
30 H -2.3804 -4.1453 -2.6730
31 H -1.5075 -3.3591 -4.8798
32 H -0.1646 -1.2996 -4.9565
33 O 2.5127 -0.1011 -0.7171
34 C 3.4302 -0.8845 -0.4664
35 C 4.8606 -0.4886 -0.6315
36 C 5.2336 -0.9349 -2.0737
37 C 4.8631 -2.3764 -2.4778
38 C 3.3518 -2.6528 -2.6318
39 C 2.6615 -3.0219 -1.3090
40 N 3.2397 -2.2111 -0.2188
41 H 5.4890 -1.0045 0.0960
42 H 4.9896 0.5862 -0.5273
43 H 6.3122 -0.8160 -2.1785
44 H 4.7602 -0.2469 -2.7783
45 H 5.3102 -3.0931 -1.7804
46 H 5.3349 -2.5538 -3.4446
47 H 3.1881 -3.4554 -3.3523
48 H 2.8801 -1.7549 -3.0428
49 H 2.8377 -4.0652 -1.0536
50 H 1.5894 -2.8697 -1.3784
51 H 4.0925 -2.6397 0.1069
52 N -8.2905 4.9971 1.2257
53 C -7.2058 4.6936 0.9996
54 C -5.8514 4.3189 0.7253
55 C -4.9322 5.2754 0.3032
56 C -3.6224 4.9160 0.0487
57 C -3.2123 3.5990 0.2180
58 C -4.1315 2.6420 0.6364
59 C -5.4422 2.9975 0.8860
60 N -1.8618 3.2327 -0.0392
61 C -0.8170 4.0812 -0.3443
62 C 0.2726 3.2970 -0.5365
63 N -0.0826 1.9818 -0.3611
64 C -1.3605 1.9767 -0.0626
65 H -5.2488 6.3007 0.1736
66 H -2.9317 5.6742 -0.2897
67 H -3.8369 1.6121 0.7776
68 H -6.1549 2.2521 1.2099
69 H -0.9129 5.1492 -0.3920
70 H 1.2773 3.5879 -0.7923
71 H -1.9338 1.0871 0.1299



Here is a molecular structure, C30H30BrF5N2O3PS2Ti from the Open Molecules 2025 dataset. Energies are from the ωB97M-V functional and the def2-TZVPD basis.

**Spin multiplicity**: 2
**Kohn-Sham gap (alpha / beta)**: 6.12 / 6.29 eV
**Electronic energy**: -178428.1544 eV
**HOMO (alpha / beta)**: -0.268 / -0.276 Ha

Cartesian coordinates (Å):
1 Ti -0.6721 -0.0145 1.9595
2 Br 6.5829 0.7092 0.7275
3 C 4.7854 0.3180 1.2008
4 C 4.5121 -0.8728 1.8781
5 C 3.2164 -1.1797 2.2164
6 C 2.1675 -0.3101 1.8854
7 O 0.9426 -0.5956 2.2526
8 C 2.4503 0.8762 1.1739
9 C 1.3983 1.7731 0.7744
10 N 0.1334 1.5412 1.0149
11 C -0.8473 2.4771 0.6926
12 C -0.8542 3.3531 -0.3713
13 C -1.9219 4.2532 -0.5225
14 C -2.9219 4.3444 0.4100
15 C -2.9064 3.5060 1.5455
16 C -3.8157 3.5943 2.6155
17 C -3.6342 2.7822 3.7075
18 C -2.6228 1.8208 3.7026
19 N -1.8024 1.6378 2.6799
20 C -1.8929 2.5259 1.6475
21 C 3.7814 1.1783 0.8467
22 H 5.3208 -1.5442 2.1320
23 H 2.9641 -2.0996 2.7267
24 H 1.6821 2.7617 0.4311
25 H -0.0563 3.3189 -1.0997
26 H -1.9371 4.9066 -1.3850
27 H -3.7132 5.0768 0.3100
28 H -4.6225 4.3156 2.5768
29 H -4.2756 2.8676 4.5733
30 H -2.5099 1.1653 4.5543
31 H 3.9906 2.0798 0.2857
32 C -2.5814 -2.2324 -0.5657
33 C -2.3956 -2.7621 0.7051
34 C -2.7283 -2.0112 1.8226
35 C -3.2280 -0.7141 1.6707
36 C -3.3506 -0.1686 0.3906
37 C -3.0481 -0.9387 -0.7240
38 H -2.3427 -2.8335 -1.4298
39 H -2.0281 -3.7725 0.8230
40 H -2.7403 -2.4717 2.7995
41 H -3.6753 -0.2134 2.5162
42 H -3.8015 0.8080 0.2622
43 H -3.1762 -0.5220 -1.7136
44 F -2.0355 -0.9353 4.6675
45 C -0.8698 -0.7900 3.9216
46 F -0.4379 -2.1061 3.7829
47 C 0.1597 -0.0626 4.8219
48 F 0.5313 1.1095 4.2185
49 F -0.3226 0.3191 6.0153
50 F 1.2845 -0.7444 5.0323
51 C 3.5079 -2.2667 -1.5581
52 C 3.0559 -1.9670 -2.9778
53 C 3.9339 -0.9094 -3.6298
54 O 1.6449 -1.6361 -3.0465
55 P 0.8070 -0.5490 -2.2225
56 S 1.6000 1.2626 -2.3392
57 S 0.3752 -1.3517 -0.4244
58 O -0.5528 -0.5378 -3.0617
59 C -0.9311 -1.0639 -4.3464
60 C 0.0805 -0.7707 -5.4447
61 C -1.2492 -2.5470 -4.2244
62 H 4.5315 -2.6438 -1.5775
63 H 2.8623 -3.0119 -1.0945
64 H 3.4730 -1.3594 -0.9531
65 H 3.1031 -2.8805 -3.5750
66 H 4.0281 -0.0385 -2.9857
67 H 3.5182 -0.5923 -4.5865
68 H 4.9282 -1.3243 -3.8042
69 H -1.8477 -0.5110 -4.5660
70 H 0.9391 -1.4345 -5.3762
71 H 0.4294 0.2596 -5.3660
72 H -0.3972 -0.9104 -6.4152
73 H -0.4111 -3.0650 -3.7560
74 H -1.4232 -2.9765 -5.2117
75 H -2.1414 -2.6993 -3.6166



Computed max |F| (eV/A) in order:
0.22; 0.88; 4.04